Entry 1:
147
Properties=species:S:1:pos:R:3:lowdin_charge:R:1 method="wB97M-V/def2-TZVPD" homo_ha=-0.3087 max_force_ev_per_a=10.06 molar_mass_da=1424.6 e_lumo_ha=-0.075
C 11.67268 2.73194 -3.49121 -0.14
O 10.87390 1.50689 -3.32105 -0.27
C 10.08292 1.21402 -4.56256 -0.23
C 8.56150 1.65819 -4.27825 -0.17
C 7.32933 0.81203 -4.86738 -0.20
C 7.15674 -0.75841 -4.75334 -0.50
C 8.31450 -1.60076 -3.88429 -0.11
C 8.74716 -1.07006 -2.44046 -0.10
O 9.20624 -1.99891 -1.55198 -0.13
O 5.94162 -1.41996 -4.52479 -0.18
C 4.65555 -0.89152 -4.20154 -0.30
C 3.71171 -2.24548 -4.57686 -0.05
C 3.88561 -2.76181 -6.12412 -0.27
C 3.59702 -4.41085 -6.07557 -0.07
F 2.78014 -2.20634 -6.94667 -0.13
C 3.98387 0.22965 -5.11972 -0.42
Br 4.63963 0.52773 -7.05451 0.76
C 2.84998 1.15919 -4.91443 -0.64
C 2.29776 2.27378 -6.04012 -0.19
Br 1.79362 1.15618 -3.27322 0.78
C 4.58533 -0.79657 -2.53248 -0.25
C 3.30242 -1.56847 -1.85871 -0.06
O 5.68556 -1.71355 -2.08838 -0.18
C 5.93303 -1.82868 -0.70323 -0.25
C 6.59704 -3.26628 -0.16563 -0.60
I 8.02386 -3.13706 1.54640 0.70
C 6.32277 -4.61375 -0.67585 -0.72
C 5.31046 -4.86869 -1.92705 -0.17
I 7.34969 -6.33387 0.24799 0.67
C 4.95534 0.68048 -1.97966 -0.21
C 4.31080 1.14059 -0.54838 -0.07
F 6.42894 0.99433 -1.86254 -0.11
P 7.65910 -1.47228 -6.52422 0.38
S 9.13360 -0.56177 -7.36896 0.16
H 12.51216 2.69841 -2.64969 0.10
H 11.08118 3.72770 -3.32104 0.10
H 12.25275 2.71992 -4.52720 0.10
H 10.30060 0.10485 -4.82424 0.08
H 10.48759 1.86071 -5.48061 0.13
H 8.45508 2.75269 -4.75516 0.14
H 8.47129 1.88080 -3.10742 0.12
H 7.26498 1.12974 -6.01893 0.07
H 6.36709 1.33924 -4.38904 0.12
H 9.30318 -1.79287 -4.51537 0.12
H 7.85477 -2.69557 -3.74426 0.15
H 8.79057 0.03430 -2.02126 0.14
H 4.05296 -3.18859 -3.92888 0.11
H 2.55960 -2.00859 -4.47074 0.15
H 4.94983 -2.65813 -6.58113 0.10
H 3.90401 -4.88290 -7.12842 0.10
H 2.50336 -4.67146 -5.75169 0.09
H 4.41678 -4.83009 -5.31561 0.09
H 1.47675 2.97842 -5.59882 0.07
H 3.17748 2.99288 -6.40694 0.08
H 1.92123 1.68495 -6.99497 0.08
H 3.51523 -2.74721 -1.84870 0.10
H 3.12282 -1.32111 -0.71624 0.10
H 2.27482 -1.47429 -2.38011 0.05
H 5.12744 -1.57187 0.09665 0.12
H 6.82174 -1.06616 -0.43912 0.11
H 4.16251 -4.81482 -1.66605 0.09
H 5.63561 -4.20827 -2.83596 0.07
H 5.49006 -5.99740 -2.27580 0.07
H 4.61004 1.52480 -2.75438 0.13
H 4.41627 2.32790 -0.49957 0.11
H 4.85954 0.68568 0.38453 0.10
H 3.14550 0.93625 -0.56357 0.07
H 8.09436 -2.87229 -6.37511 0.01
H 6.58067 -1.53076 -7.45023 -0.07
O -0.98488 -2.72789 -2.68768 -0.24
P -2.48160 -3.10398 -2.81387 0.74
O -2.70138 -2.31876 -4.25542 -0.23
C -2.29515 -2.97709 -5.43916 -0.31
C -3.21665 -4.13195 -5.77721 -0.09
O -3.01454 -1.86205 -1.83222 -0.24
C -2.15796 -1.35773 -0.81238 -0.30
C -1.36151 -0.16171 -1.30768 -0.08
O -4.15386 -3.52418 -2.95486 -0.21
C -4.56925 -4.58208 -2.10113 -0.31
C -4.45927 -4.22264 -0.63127 -0.08
H -1.25998 -3.31997 -5.33773 0.11
H -2.32448 -2.24039 -6.24632 0.12
H -3.13006 -4.92974 -5.03513 0.06
H -2.97036 -4.55238 -6.75825 0.08
H -4.26360 -3.80795 -5.78318 0.09
H -1.50935 -2.15020 -0.43054 0.10
H -2.79335 -1.04515 0.02639 0.12
H -0.92358 -0.33434 -2.29410 0.05
H -0.55687 0.08199 -0.60682 0.08
H -2.01095 0.71184 -1.40602 0.07
H -3.97732 -5.47476 -2.32632 0.11
H -5.61291 -4.80283 -2.34345 0.12
H -3.41264 -4.11775 -0.33028 0.07
H -4.90790 -5.00342 -0.00913 0.08
H -4.95518 -3.27042 -0.42048 0.09
O -3.82905 2.43983 1.18369 -0.23
P -5.05365 3.16821 1.78978 0.74
O -5.81585 1.77983 2.27393 -0.24
C -5.39965 1.18148 3.48571 -0.31
C -5.83634 1.99631 4.68676 -0.09
O -5.84953 3.32859 0.33003 -0.24
C -5.09486 3.40321 -0.87540 -0.31
C -4.93456 2.03023 -1.50733 -0.07
O -6.42187 3.98203 2.46696 -0.21
C -6.22935 5.37277 2.68906 -0.31
C -6.01163 6.14436 1.40104 -0.09
H -4.31291 1.04590 3.47974 0.11
H -5.85876 0.19045 3.53246 0.12
H -5.31306 2.95539 4.71815 0.06
H -5.62221 1.46186 5.61863 0.08
H -6.90940 2.21460 4.64192 0.08
H -4.13034 3.88423 -0.69418 0.10
H -5.64274 4.05638 -1.56688 0.12
H -4.64600 1.26882 -0.77821 0.07
H -4.18060 2.05703 -2.30034 0.08
H -5.88159 1.69978 -1.94146 0.08
H -5.38390 5.51094 3.37030 0.11
H -7.12689 5.74801 3.18938 0.12
H -5.05545 5.87786 0.94090 0.07
H -5.99910 7.22154 1.59466 0.08
H -6.79644 5.92268 0.67164 0.09
O -5.94664 1.09093 9.92683 -0.23
P -7.37999 1.36549 10.44420 0.74
O -7.93364 1.97107 9.00556 -0.23
C -8.32390 1.05208 8.00416 -0.31
C -9.62259 0.35772 8.36248 -0.09
O -6.99239 2.83471 11.13787 -0.24
C -5.66504 3.06304 11.60066 -0.31
C -4.82018 3.73612 10.53142 -0.08
O -8.98144 1.67225 11.02226 -0.21
C -9.30554 1.01065 12.23791 -0.31
C -8.45605 1.48246 13.40304 -0.09
H -7.52426 0.32280 7.83635 0.11
H -8.45785 1.61842 7.07873 0.11
H -9.48898 -0.29616 9.22807 0.06
H -9.98074 -0.25357 7.52707 0.08
H -10.39678 1.08769 8.62495 0.09
H -5.21510 2.12989 11.94893 0.10
H -5.73044 3.72210 12.47605 0.12
H -4.93866 3.26603 9.55183 0.07
H -3.76065 3.70993 10.80482 0.08
H -5.12090 4.78008 10.41205 0.08
H -9.20005 -0.06931 12.09471 0.11
H -10.35853 1.21884 12.44902 0.12
H -7.41309 1.17682 13.27724 0.07
H -8.81784 1.05281 14.34243 0.08
H -8.46776 2.57362 13.48259 0.09

Entry 2:
8
Properties=species:S:1:pos:R:3:lowdin_charge:R:1 method="wB97M-V/def2-TZVPD" homo_ha=-0.3531 max_force_ev_per_a=9.19 molar_mass_da=166.9 e_lumo_ha=-0.002
O -0.22378 -0.58305 1.76809 -0.57
O 0.04078 0.51548 -0.87972 -0.76
P 1.71830 0.53189 -0.53381 0.82
P -1.02046 -0.01978 0.13474 -0.15
Cl -1.87918 -1.48251 -0.70451 0.47
Cl -2.33192 1.48438 0.31208 0.37
H 1.98974 -0.88660 -0.94639 -0.06
H 1.70652 0.44018 0.84953 -0.12

Number 1: electronic energy -10482.00748 Ha, Kohn-Sham gap 6.35 eV. Number 2: electronic energy -1754.75996 Ha, Kohn-Sham gap 9.56 eV.